# C5H11NO

2 unconnected molecules or ions with the total composition C5H11NO in a non-equilibrium geometry (ωB97M-V/def2-TZVPD, the Open Molecules 2025 dataset).

Geometry (Å):
O -3.587 0.752 -4.427
H 3.380 -0.651 0.160
C -0.669 0.940 1.324
C 1.317 0.012 0.191
C -1.393 1.321 2.387
N 0.541 0.289 1.374
C 2.409 -1.054 0.419
C 2.141 -2.326 0.199
H -3.650 0.854 -5.382
H 0.682 -0.138 2.271
H 2.814 -3.099 -0.146
H -1.302 0.692 3.267
H 1.157 -2.736 0.416
H 0.702 -0.323 -0.643
H -3.057 1.475 -4.081
H -1.060 1.162 0.330
H -2.280 1.916 2.452
H 1.855 0.913 -0.112

Computed properties:
max |F| = 2.43 eV Å⁻¹
ΔE to the lowest compared entry with this formula, charge and spin = 77.57 kcal/mol
2S+1 = 1
SMILES = C=CCNC=C.O
LUMO = 0.74 eV